A | Density functional theory data (ωB97M-V/def2-TZVPD) for an isolated molecule of C2H9N2O2P.

LUMO energy ... 0.0112 Ha
Molecular weight ... 124.08 g/mol
SMILES ... CCN=[P@@]([NH3+])([O-])O
HOMO level ... -8.814 eV
Orbital gap ... 9.119 eV

The geometry in ORCA input format:
```
! wB97M-V def2-TZVPD RIJCOSX def2/J DEFGRID3
* xyz 0 1
C 0.70 0.94 1.40
C 0.45 1.45 0.01
N -0.32 -2.40 0.11
N -0.29 0.54 -0.92
O -1.70 -1.26 -1.87
O -2.50 -0.50 0.44
P -1.35 -0.54 -0.48
H -0.19 0.68 1.87
H 1.36 0.08 1.38
H 1.10 1.69 2.08
H 0.03 2.49 0.08
H 1.49 1.82 -0.42
H 0.62 -2.64 -0.17
H -0.68 -2.25 1.04
H -1.06 -0.90 -2.52
H -0.92 -3.13 -0.35
*
```

Now the Mulliken charges, all in e: C -1.139; C -0.282; N -0.703; N -0.426; O -0.548; O -0.607; P 0.921; H 0.363; H 0.238; H 0.380; H 0.241; H 0.234; H 0.285; H 0.353; H 0.377; H 0.312

=====

B | Density functional theory data (ωB97M-V/def2-TZVPD) for an isolated molecule of C2H9N2O2P.

LUMO energy ... 0.0323 Ha
Molecular weight ... 124.08 g/mol
SMILES ... CCN(N)P(O)O
HOMO level ... -8.109 eV
Orbital gap ... 8.987 eV

The geometry in ORCA input format:
```
! wB97M-V def2-TZVPD RIJCOSX def2/J DEFGRID3
* xyz 0 1
C 1.14 0.59 -0.87
C 0.30 0.57 0.46
N -0.34 -1.72 0.99
N -0.67 -0.51 0.29
O -2.23 1.56 0.21
O -2.77 -0.33 -1.24
P -2.40 -0.01 0.40
H 0.42 0.51 -1.80
H 1.52 1.61 -1.01
H 2.09 -0.04 -0.88
H 0.92 0.27 1.29
H -0.07 1.52 0.60
H 0.63 -1.61 1.32
H -0.21 -2.40 0.22
H -2.09 1.53 -0.70
H -2.54 -1.18 -1.49
*
```

Now the Mulliken charges, all in e: C -0.836; C -0.740; N -0.775; N 0.467; O -0.418; O -0.520; P 0.142; H 0.206; H 0.330; H 0.258; H 0.318; H 0.460; H 0.260; H 0.238; H 0.324; H 0.286

=====

Energy ordering: A at the bottom, the next structure 33.2 kcal/mol above.

=====

A | Density functional theory data (ωB97M-V/def2-TZVPD) for an isolated molecule of C6H7FO.

LUMO energy ... 0.0347 Ha
Molecular weight ... 114.12 g/mol
SMILES ... C#C[C@@]1(CF)O[C@@H]1C
HOMO level ... -10.208 eV
Orbital gap ... 11.154 eV

The geometry in ORCA input format:
```
! wB97M-V def2-TZVPD RIJCOSX def2/J DEFGRID3
* xyz 0 1
C -2.10 -0.85 -0.52
C -1.08 0.25 -0.62
C 0.28 0.25 -0.06
C 0.88 -0.88 0.77
C 1.32 1.01 -0.75
C 2.21 1.60 -1.28
H -2.07 -1.51 -1.42
H -3.11 -0.42 -0.46
H -1.91 -1.48 0.39
H -1.21 0.90 -1.51
H 1.38 -1.61 0.08
H 1.64 -0.45 1.46
H 2.98 2.11 -1.75
O -0.76 1.00 0.54
F -0.07 -1.54 1.51
*
```

Now the Mulliken charges, all in e: C -1.213; C -0.144; C 1.244; C -0.523; C -1.266; C 0.240; H 0.290; H 0.313; H 0.324; H 0.455; H 0.279; H 0.327; H 0.488; O -0.507; F -0.307

=====

B | Density functional theory data (ωB97M-V/def2-TZVPD) for a structure of composition C6H7FO.

LUMO energy ... 0.0342 Ha
Molecular weight ... 114.12 g/mol
HOMO level ... -8.428 eV
Orbital gap ... 9.360 eV

The geometry in ORCA input format:
```
! wB97M-V def2-TZVPD RIJCOSX def2/J DEFGRID3
* xyz 0 1
C -2.28 -0.63 0.15
C -0.93 -0.19 -0.07
C -0.42 0.99 -0.13
C 1.02 0.74 -0.43
C 2.01 0.09 0.62
C 1.19 -0.64 -0.32
H -2.26 -1.40 0.91
H -2.89 -0.96 -0.77
H -3.11 0.21 0.51
H 1.61 1.15 -1.29
H 3.13 0.15 0.17
H 2.06 0.43 1.93
H 1.71 -0.97 -1.21
O -0.06 -1.25 -0.09
F -0.79 2.28 0.02
*
```

Now the Mulliken charges, all in e: C -1.198; C 0.324; C 0.501; C -0.141; C -0.631; C -0.050; H 0.307; H 0.260; H 0.271; H 0.273; H 0.235; H 0.240; H 0.319; O -0.404; F -0.307

=====

C | Density functional theory data (ωB97M-V/def2-TZVPD) for a cluster of 2 separate species, C6H7FO in total.

LUMO energy ... 0.0315 Ha
Molecular weight ... 114.12 g/mol
SMILES ... Fc1ccccc1.O
HOMO level ... -9.317 eV
Orbital gap ... 10.175 eV

The geometry in ORCA input format:
```
! wB97M-V def2-TZVPD RIJCOSX def2/J DEFGRID3
* xyz 0 1
F 1.30 1.70 -0.46
C -2.26 -0.47 0.11
C -1.86 0.49 1.09
C -1.34 -0.74 -0.94
C -0.70 1.28 0.82
C -0.22 0.02 -1.14
C 0.15 1.01 -0.25
H -3.20 -1.01 0.26
H -2.54 0.77 1.90
H -1.48 -1.62 -1.59
H -0.50 2.07 1.55
H 0.46 -0.21 -1.97
O 4.06 -1.44 -0.01
H 4.00 -1.34 0.97
H 4.14 -0.51 -0.34
*
```

Now the Mulliken charges, all in e: F -0.296; C -0.370; C -0.433; C -0.344; C -0.278; C -0.221; C 0.320; H 0.336; H 0.328; H 0.314; H 0.326; H 0.321; O -0.647; H 0.322; H 0.322

=====

Energy ordering: C at the bottom, the next structure 64.6 kcal/mol above.

=====

A | Density functional theory data (ωB97M-V/def2-TZVPD) for a cluster of 3 separate species, H5O2S in total.

LUMO energy ... 0.1587 Ha
Molecular weight ... 69.11 g/mol
HOMO level ... -3.406 eV
Orbital gap ... 7.724 eV

The geometry in ORCA input format:
```
! wB97M-V def2-TZVPD RIJCOSX def2/J DEFGRID3
* xyz -1 1
S 0.07 0.04 -0.64
H -0.29 1.27 -0.16
H 2.32 -0.64 -0.18
H 2.84 0.46 0.52
O 3.12 -0.46 0.38
H -2.20 -0.08 0.61
H -2.79 -0.40 -0.70
O -3.07 -0.19 0.19
*
```

Now the Mulliken charges, all in e: S -0.922; H -0.009; H 0.294; H 0.301; O -0.636; H 0.289; H 0.310; O -0.628

=====

B | Density functional theory data (ωB97M-V/def2-TZVPD) for a cluster of 3 separate species, H5O2S in total.

LUMO energy ... 0.1041 Ha
Molecular weight ... 69.11 g/mol
HOMO level ... -2.478 eV
Orbital gap ... 5.311 eV

The geometry in ORCA input format:
```
! wB97M-V def2-TZVPD RIJCOSX def2/J DEFGRID3
* xyz -1 1
S -1.24 1.20 -1.16
H -2.50 1.60 -1.63
H 1.30 3.82 -3.29
H 1.94 3.96 -1.90
O 2.20 3.93 -2.85
H -1.09 -4.34 3.68
H 0.03 -5.20 3.89
O -0.65 -4.96 3.26
*
```

Now the Mulliken charges, all in e: S -0.940; H -0.049; H 0.341; H 0.332; O -0.683; H 0.285; H 0.308; O -0.592

=====

Energy ordering: A at the bottom, the next structure 26.0 kcal/mol above.

=====

A | Density functional theory data (ωB97M-V/def2-TZVPD) for an isolated molecule of C4H4F2.

LUMO energy ... 0.0393 Ha
Molecular weight ... 90.07 g/mol
SMILES ... F[C@@H]1C=C[C@H]1F
HOMO level ... -10.005 eV
Orbital gap ... 11.073 eV

The geometry in ORCA input format:
```
! wB97M-V def2-TZVPD RIJCOSX def2/J DEFGRID3
* xyz 0 1
C 0.10 1.14 0.06
C -0.13 0.44 -1.05
C 0.25 0.01 1.04
C -0.24 -0.94 -0.47
F -0.61 -0.04 2.08
F 0.65 -1.87 -0.88
H 0.17 2.19 0.26
H -0.21 0.73 -2.08
H 1.25 -0.28 1.36
H -1.22 -1.38 -0.34
*
```

Now the Mulliken charges, all in e: C -0.396; C -0.404; C -0.018; C -0.008; F -0.289; F -0.289; H 0.396; H 0.397; H 0.304; H 0.307

=====

B | Density functional theory data (ωB97M-V/def2-TZVPD) for an isolated molecule of C4H4F2.

LUMO energy ... 0.0207 Ha
Molecular weight ... 90.07 g/mol
SMILES ... F/C=C\C=C/F
HOMO level ... -8.890 eV
Orbital gap ... 9.453 eV

The geometry in ORCA input format:
```
! wB97M-V def2-TZVPD RIJCOSX def2/J DEFGRID3
* xyz 0 1
C -1.60 -0.66 0.07
C -0.26 -0.41 0.38
C 0.34 0.81 0.18
C 1.65 0.65 0.00
H -2.09 -1.72 0.45
H 0.41 -1.23 0.66
H -0.15 1.73 0.50
H 2.65 1.29 0.29
F -2.36 0.39 -0.32
F 2.19 -0.66 -0.31
*
```

Now the Mulliken charges, all in e: C -0.058; C -0.186; C -0.442; C 0.007; H 0.260; H 0.323; H 0.325; H 0.262; F -0.230; F -0.262

=====

Energy ordering: A at the bottom, the next structure 20.8 kcal/mol above.